# C51H43HfI2N7O3S3

A molecular structure, C51H43HfI2N7O3S3 (ωB97M-V/def2-TZVPD, the Open Molecules 2025 dataset).

E_HOMO = -8.0 eV
HOMO-LUMO gap = 0.3001 hartree
energy relative to the best compared isomer or geometry (same formula, charge and spin) = 0.00 kJ/mol
E = -120177.023 eV

Element x y z (Å)
Hf: 0.235552 -0.153636 0.121360
I: 1.953937 4.268382 0.872363
I: 7.639210 2.514385 1.575729
S: 0.213856 -2.648434 -1.509945
S: 0.126439 -3.277571 3.719585
S: -2.923229 -2.997747 -4.156424
O: 1.678185 1.183753 0.630122
O: -4.034947 -3.827595 -3.795316
O: -3.149024 -1.861383 -5.003534
N: -2.137618 -2.510398 -2.787933
N: -1.850222 2.824866 0.521726
N: -0.914078 1.120441 1.867892
N: 2.510046 -1.294714 -0.414841
N: -1.687084 -1.607489 0.622632
N: -2.072735 2.951053 2.786746
N: 1.451219 0.665167 -1.988845
C: -2.905831 2.362927 -2.955604
C: -3.565952 -3.593549 1.081011
C: 0.760198 -5.264236 -5.293678
C: -2.378976 -3.576037 1.791356
C: 2.415184 1.341442 -4.505813
C: 5.257568 0.748963 0.993331
C: -0.299404 0.692577 5.518461
C: -1.590133 -3.967205 -4.781630
C: -5.676916 3.628299 2.210528
C: -1.504242 -4.708473 -5.941057
C: -2.725317 2.939708 -1.708876
C: -0.545127 -3.854552 -3.891014
C: -0.079837 1.075199 4.197919
C: -2.838980 -1.629031 -0.050037
C: -0.208471 -2.407176 2.272733
C: 0.652146 -4.504930 -4.135380
C: -1.459764 -2.568094 1.543999
C: -2.103079 -0.106521 3.594967
C: 2.384479 -0.072503 -2.581779
C: -4.418637 3.065220 2.071952
C: -2.346785 1.127853 -3.261727
C: 3.367419 2.746002 0.984776
C: 1.482895 -2.283368 4.020995
C: -4.861325 5.005577 3.988384
C: 1.644386 -1.341514 3.049340
C: -1.360292 1.006968 -1.016348
C: -3.373096 3.496716 2.879404
C: -1.591573 2.224515 1.707569
C: 2.950805 1.427678 0.801895
C: -1.975777 2.221320 -0.752087
C: 3.585700 -1.040674 0.558355
C: -3.323770 4.284960 -1.402970
C: 5.641392 2.059196 1.226165
C: 2.866758 0.213280 -3.857050
C: 1.079744 1.950069 3.834929
C: -0.933946 -2.965005 -2.741990
C: 3.924644 0.415439 0.773829
C: 1.058211 1.789409 -2.604042
C: -2.299727 -0.479127 4.913373
C: -1.390570 -0.076712 5.880965
C: -0.993815 0.650095 3.231459
C: -5.902967 4.603892 3.167584
C: 3.001997 -1.192407 -1.797580
C: 0.673971 -1.398001 1.992395
C: -3.808253 -2.599838 0.149468
C: -1.565633 0.497136 -2.309830
C: 1.518583 2.170979 -3.846257
C: 4.692267 3.072823 1.207765
C: -3.587824 4.470305 3.860871
C: -2.467072 4.907064 4.754988
C: -0.302618 -5.363437 -6.186625
H: 0.406941 1.010465 6.273124
H: -6.882215 5.043442 3.281098
H: -3.159119 -1.074716 5.181720
H: -4.710989 -2.578939 -0.441875
H: -2.768397 5.758253 5.360656
H: -1.586185 5.189197 4.177868
H: -2.503728 0.668479 -4.227005
H: 2.844480 -2.140434 -2.318449
H: -2.162748 4.111587 5.438529
H: 1.467622 -4.421271 -3.431059
H: -2.976361 -0.852162 -0.783114
H: -2.161548 -4.337060 2.529113
H: 1.825997 1.955696 4.628768
H: -5.032294 5.760388 4.743917
H: 2.078558 -2.432665 4.901849
H: 2.770665 1.584846 -5.496065
H: -2.333843 -4.776624 -6.627168
H: 2.200000 -2.254693 -0.274456
H: -1.533777 -0.358003 6.914969
H: 3.294923 -1.515158 1.493775
H: -3.819586 4.686886 -2.284651
H: 0.767770 2.984302 3.665149
H: 2.425131 -0.597473 3.108351
H: -4.258649 2.280480 1.345727
H: 6.002744 -0.036149 0.976013
H: -4.291610 -4.376371 1.252773
H: 0.341086 2.398086 -2.071565
H: 1.542010 1.616243 2.911569
H: 1.161387 3.086895 -4.289568
H: -3.492750 2.892326 -3.694649
H: 1.682069 -5.786650 -5.506275
H: -4.066508 4.237223 -0.604784
H: -2.812045 -0.387808 2.828866
H: -6.481091 3.288179 1.574948
H: -1.094262 -0.435819 -2.592874
H: -1.656921 2.703628 3.674649
H: 4.082488 -1.001098 -1.779216
H: 4.503010 -1.543935 0.219485
H: -0.192297 -5.958224 -7.082782
H: 4.978454 4.103022 1.354249
H: -2.566220 5.013320 -1.101771
H: -2.273698 3.736632 0.623522
H: 3.602057 -0.438918 -4.306153

Cartesian forces, eV/Å:
Hf 0.86 0.05 -0.34
I -0.09 0.04 -0.03
I 0.12 0.03 0.01
S 0.06 0.24 -0.07
S 0.08 -0.05 0.09
S -0.15 0.09 0.13
O -0.68 -0.28 0.40
O -0.03 -0.01 -0.05
O -0.02 -0.01 -0.05
N -0.24 0.16 -0.01
N -0.02 0.11 0.07
N -0.11 -0.07 -0.09
N -0.18 -0.08 -0.01
N -0.13 0.06 0.11
N 0.15 -0.04 -0.07
N -0.23 -0.19 -0.08
C 0.07 -0.04 0.04
C -0.02 0.05 -0.03
C -0.03 0.04 0.03
C -0.03 -0.02 -0.01
C -0.06 0.03 0.06
C -0.08 0.02 -0.03
C 0.01 -0.02 -0.05
C 0.00 -0.09 -0.19
C -0.02 0.03 0.02
C 0.13 -0.02 0.07
C 0.10 -0.17 0.13
C 0.08 0.03 0.14
C -0.05 -0.14 -0.03
C -0.07 -0.16 0.17
C -0.18 -0.01 -0.16
C -0.06 0.00 -0.01
C 0.09 0.06 -0.03
C 0.10 -0.03 0.08
C 0.11 0.05 0.01
C -0.04 -0.01 0.00
C 0.07 0.05 0.11
C 0.34 0.36 0.07
C -0.06 0.10 -0.15
C 0.00 0.00 -0.01
C -0.05 -0.19 -0.02
C 0.00 -0.02 -0.25
C 0.05 0.06 0.05
C 0.00 0.16 0.00
C -0.11 -0.17 -0.32
C -0.09 0.14 -0.05
C 0.14 -0.03 0.02
C -0.01 0.06 -0.01
C -0.22 0.04 -0.02
C -0.02 0.00 0.16
C 0.07 0.08 0.02
C 0.34 -0.27 0.11
C 0.22 -0.04 0.02
C 0.01 0.14 -0.05
C 0.08 0.02 -0.03
C -0.07 -0.04 0.02
C -0.19 0.08 -0.04
C 0.03 -0.04 -0.04
C 0.09 -0.11 -0.05
C 0.01 -0.17 0.39
C 0.07 0.08 0.00
C -0.19 0.01 -0.03
C 0.03 -0.05 0.04
C 0.12 -0.12 0.00
C -0.04 0.00 -0.06
C 0.04 0.05 0.03
C -0.05 0.01 -0.01
H 0.07 0.03 0.07
H -0.08 0.03 0.00
H -0.09 -0.05 0.03
H -0.03 -0.01 -0.02
H -0.01 0.03 0.03
H 0.05 0.01 -0.04
H -0.02 -0.03 -0.07
H -0.03 0.11 0.03
H 0.03 -0.07 0.05
H 0.03 0.00 0.02
H -0.04 0.05 -0.04
H 0.02 0.02 0.00
H 0.00 -0.01 0.02
H -0.02 0.05 0.05
H 0.11 -0.03 0.16
H 0.02 0.03 -0.07
H -0.08 -0.01 -0.06
H 0.15 0.10 0.06
H -0.01 -0.02 0.04
H 0.00 0.07 -0.06
H -0.01 0.00 -0.01
H -0.01 0.02 0.00
H 0.10 0.08 0.04
H 0.03 -0.05 -0.05
H 0.03 -0.02 0.00
H -0.03 -0.03 0.00
H -0.01 0.00 -0.03
H 0.03 -0.02 -0.05
H -0.02 0.06 -0.03
H -0.05 0.03 -0.05
H 0.05 -0.03 -0.01
H -0.05 -0.01 0.07
H -0.06 -0.03 -0.06
H -0.07 -0.02 -0.04
H -0.01 0.07 0.01
H -0.06 -0.01 -0.10
H -0.09 -0.07 -0.03
H -0.10 0.03 0.10
H 0.00 -0.02 -0.03
H 0.03 0.05 0.01
H 0.05 0.03 0.01
H 0.07 -0.16 -0.03
H 0.04 -0.04 -0.03

---

# C4H17NO3

4 unconnected molecules or ions with the total composition C4H17NO3 (ωB97M-V/def2-TZVPD, the Open Molecules 2025 dataset).

structure (SMILES) = CC(C)CN.O.O.O
E_HOMO = -9.2 eV
HOMO-LUMO gap = 0.3641 hartree
energy relative to the best compared isomer or geometry (same formula, charge and spin) = 68.90 kJ/mol
E = -12056.032 eV

Element x y z (Å)
O: 0.412071 1.028395 2.520616
O: 2.375191 -0.458803 -0.130569
O: 1.628371 -1.245129 2.362007
N: -0.015634 1.793984 -0.470173
C: -2.240320 -0.317125 -0.128759
C: -0.548987 0.965978 -1.568946
C: -1.029647 -0.394979 -1.067894
C: -1.257449 -1.296334 -2.329631
H: -2.302351 -1.627558 -2.293609
H: 0.305499 0.861728 -2.232886
H: -1.356724 1.443538 -2.137633
H: -2.358490 0.592600 0.448685
H: 2.262898 0.469256 0.138706
H: -3.171451 -0.575605 -0.626499
H: 1.109125 1.673648 2.367233
H: 0.721809 0.288020 3.066675
H: -0.412834 2.715977 -0.351617
H: -0.640962 -2.191955 -2.207704
H: -2.226485 -1.199342 0.518522
H: 2.106590 -0.460362 -1.044628
H: -0.106997 1.384515 0.455118
H: 2.014238 -0.950033 1.506934
H: 0.896632 -1.850137 2.131043
H: -1.076268 -0.756459 -3.258795
H: -0.270512 -0.840452 -0.425941

Cartesian forces, eV/Å:
O -0.87 0.71 -0.05
O 0.38 0.66 0.45
O -0.06 -0.86 -0.05
N 0.00 0.40 0.58
C -0.56 -1.27 -0.35
C 0.36 0.36 1.12
C -0.11 0.18 -0.59
C -0.48 -0.18 1.59
H 0.19 -0.02 -0.38
H -0.14 -0.43 -0.55
H 0.08 0.11 0.18
H 0.18 0.05 0.08
H -0.11 -0.19 -0.30
H -0.29 0.77 -0.59
H 0.15 -0.33 0.45
H 0.51 0.31 -0.55
H -0.14 0.02 -0.52
H 0.00 0.13 -0.57
H 0.44 0.34 0.56
H -0.20 -0.11 -0.48
H -0.14 -0.44 -0.19
H -0.55 -0.58 0.45
H 0.68 0.48 0.02
H 0.14 -0.21 0.03
H 0.52 0.12 -0.34

---

# C8H10OS2

C8H10OS2 in the gas phase (ωB97M-V/def2-TZVPD, the Open Molecules 2025 dataset).

E_HOMO = -8.1 eV
HOMO-LUMO gap = 0.3054 hartree
energy relative to the best compared isomer or geometry (same formula, charge and spin) = 291.51 kJ/mol
E = -32172.208 eV

Element x y z (Å)
S: 0.191830 -2.432438 -0.009421
S: 1.491925 1.499536 -0.377825
O: 2.356769 2.440950 0.373525
C: -0.935130 0.267918 0.074619
C: 0.130563 -0.789861 0.184135
C: 1.787697 -0.184074 0.117037
C: -2.158101 0.092924 1.032909
C: -1.346723 0.392554 -1.387876
C: 1.879029 -2.508304 -0.020802
C: 2.550904 -1.303835 0.072057
C: -0.146893 1.543388 0.374138
H: -0.513297 2.457583 -0.004859
H: 2.497938 -3.434312 -0.151067
H: -2.799128 -0.542679 0.530046
H: -2.510466 1.164664 0.957714
H: -0.047892 1.647671 1.469960
H: 3.559048 -1.216510 0.027365
H: -1.822096 1.387865 -1.689078
H: -0.415310 0.236975 -1.913349
H: -1.937561 -0.561467 -1.639895
H: -1.813104 -0.158540 1.980672

Cartesian forces, eV/Å:
S 0.40 0.14 0.20
S 1.44 -0.41 0.53
O -0.19 0.13 -0.14
C 0.20 0.17 0.06
C 5.02 2.35 -0.32
C -7.88 -1.31 0.47
C 1.97 3.84 -2.46
C -1.09 -1.30 -0.69
C 1.77 -1.38 -0.10
C -2.09 -0.05 -0.56
C 0.62 -0.91 1.78
H -1.06 0.93 -0.48
H -1.32 0.71 0.31
H -1.65 -1.48 -0.33
H -0.54 -1.29 0.76
H 0.45 0.08 -0.40
H 3.05 -0.19 -0.12
H 0.36 -1.62 0.49
H 0.12 0.42 -0.72
H 0.28 1.71 0.01
H 0.12 -0.56 1.73